No. 1
C22H28N2O4 | ωB97M-V with the def2-TZVPD basis set

Output
Net charge   0
HOMO   -7.739 eV
SMILES   CCO[C@H]1OC(C(=O)NC2CC2)=C[C@@H](c2c[nH]c3ccccc23)[C@@H]1CCCO

Geometry as XYZ:
```
56
C22H28N2O4 ωB97M-V with the def2-TZVPD basis set
C 1.44 2.25 2.89
C 0.33 1.24 2.69
O 0.78 0.26 1.78
C -0.07 -0.82 1.60
O -1.35 -0.44 1.15
C -1.42 -0.10 -0.19
C -2.67 0.60 -0.60
O -2.86 0.94 -1.75
N -3.52 0.81 0.43
C -4.80 1.43 0.38
C -5.10 2.55 -0.56
C -5.73 1.21 -0.77
C -0.46 -0.37 -1.08
C 0.80 -1.09 -0.73
C 2.01 -0.19 -0.72
C 3.30 -0.65 -0.64
N 4.17 0.40 -0.61
C 3.47 1.56 -0.67
C 3.92 2.88 -0.66
C 2.98 3.88 -0.73
C 1.61 3.57 -0.82
C 1.16 2.27 -0.83
C 2.09 1.23 -0.75
C 0.62 -1.80 0.63
C -0.20 -3.09 0.50
C 0.61 -4.25 -0.06
C -0.23 -5.52 -0.16
O 0.50 -6.63 -0.63
H 2.32 1.76 3.28
H 1.70 2.70 1.93
H 1.12 3.03 3.58
H -0.57 1.73 2.30
H 0.07 0.75 3.65
H -0.28 -1.31 2.57
H -3.22 0.44 1.33
H -5.24 1.48 1.38
H -5.70 3.37 -0.21
H -4.32 2.83 -1.25
H -6.79 1.09 -0.56
H -5.37 0.62 -1.60
H -0.60 -0.05 -2.10
H 0.98 -1.86 -1.49
H 3.65 -1.66 -0.60
H 5.17 0.32 -0.54
H 4.97 3.10 -0.60
H 3.29 4.91 -0.72
H 0.90 4.39 -0.88
H 0.11 2.07 -0.91
H 1.60 -2.03 1.06
H -1.07 -2.90 -0.13
H -0.58 -3.37 1.49
H 0.99 -4.00 -1.05
H 1.47 -4.45 0.59
H -1.10 -5.34 -0.82
H -0.60 -5.81 0.82
H 0.86 -6.42 -1.50
```

***

No. 2
C22H28N2O5 | ωB97M-V with the def2-TZVPD basis set

Output
Net charge   0
HOMO   -8.174 eV
SMILES   COc1cc(CC(=O)N(C)CC(=O)Nc2cc(C)ccc2C)cc(OC)c1OC

Geometry as XYZ:
```
57
C22H28N2O5 ωB97M-V with the def2-TZVPD basis set
C -0.71 -2.24 2.12
O 0.37 -2.57 1.03
C 1.09 -1.40 1.00
C 0.86 0.15 1.48
C 1.84 0.94 1.18
C 1.54 2.18 1.61
C 0.15 2.86 1.31
O -0.86 2.59 1.87
N -0.07 3.23 0.15
C 1.11 3.18 -0.88
C -1.39 3.54 -0.56
C -1.96 2.32 -0.94
O -2.05 2.32 -2.55
N -2.06 1.34 -0.20
C -2.50 -0.21 -0.43
C -3.56 -0.38 0.23
C -4.08 -1.89 0.22
C -5.21 -2.34 0.86
C -3.24 -2.70 -0.68
C -2.17 -2.06 -1.48
C -1.79 -0.87 -1.41
C -0.51 -0.31 -1.96
C 2.87 0.76 0.31
C 3.14 -0.51 -0.25
O 4.37 -0.95 -0.90
C 5.23 0.29 -1.25
C 2.18 -1.70 0.31
O 2.54 -2.79 -0.43
C 3.68 -3.51 -0.49
H -1.33 -1.53 1.64
H -0.29 -1.84 3.01
H -1.17 -3.26 2.06
H -0.05 0.25 1.97
H 2.17 3.14 1.32
H 1.66 2.27 2.81
H 1.63 2.37 -0.86
H 0.76 3.58 -1.99
H 1.70 4.24 -0.60
H -1.42 4.44 -1.05
H -1.97 3.96 0.44
H -2.14 1.46 0.81
H -4.24 0.07 0.96
H -6.19 -2.19 0.31
H -4.97 -3.51 1.27
H -5.52 -1.74 1.99
H -3.57 -3.68 -0.62
H -1.58 -2.81 -2.25
H 0.05 0.11 -1.33
H 0.02 -1.26 -2.34
H -0.78 0.48 -2.79
H 3.70 1.43 0.26
H 4.65 1.12 -1.63
H 6.00 -0.22 -1.81
H 5.67 0.58 -0.26
H 4.43 -3.30 0.35
H 4.09 -2.96 -1.31
H 3.40 -4.56 -0.74
```

***

No. 3
C22H28N2O5S | ωB97M-V with the def2-TZVPD basis set

Output
Net charge   0
HOMO   -8.871 eV
SMILES   O=S(=O)(c1ccc(OC[C@H](O)CN2CCc3ccccc3C2)cc1)N1CCOCC1

Geometry as XYZ:
```
58
C22H28N2O5S ωB97M-V with the def2-TZVPD basis set
O 6.46 1.10 1.31
S 5.88 1.11 -0.01
O 6.26 2.17 -0.90
C 4.11 1.06 0.14
C 3.51 0.95 1.38
C 2.13 0.91 1.48
C 1.35 0.97 0.32
O -0.01 0.94 0.30
C -0.71 0.86 1.52
C -2.21 0.90 1.20
O -2.91 0.95 2.42
C -2.64 -0.32 0.39
N -4.09 -0.40 0.37
C -4.62 -1.74 0.19
C -6.09 -1.74 0.61
C -6.85 -0.68 -0.12
C -8.24 -0.75 -0.24
C -8.94 0.23 -0.91
C -8.27 1.30 -1.48
C -6.89 1.38 -1.36
C -6.18 0.40 -0.69
C -4.68 0.50 -0.61
C 1.97 1.08 -0.92
C 3.34 1.12 -1.02
N 6.14 -0.34 -0.82
C 6.11 -1.51 0.03
C 7.47 -1.75 0.69
O 8.50 -1.81 -0.28
C 8.56 -0.62 -1.03
C 7.24 -0.36 -1.76
H 4.13 0.92 2.26
H 1.67 0.83 2.45
H -0.48 -0.07 2.05
H -0.47 1.71 2.17
H -2.40 1.82 0.62
H -3.79 0.57 2.23
H -2.27 -1.22 0.89
H -2.20 -0.28 -0.62
H -4.53 -2.08 -0.85
H -4.06 -2.43 0.83
H -6.15 -1.54 1.69
H -6.53 -2.72 0.43
H -8.76 -1.59 0.20
H -10.02 0.16 -1.00
H -8.81 2.07 -2.00
H -6.36 2.21 -1.80
H -4.27 0.30 -1.62
H -4.41 1.53 -0.35
H 1.35 1.12 -1.80
H 3.85 1.21 -1.97
H 5.34 -1.35 0.79
H 5.83 -2.37 -0.58
H 7.49 -2.70 1.22
H 7.67 -0.93 1.40
H 9.39 -0.75 -1.74
H 8.78 0.23 -0.36
H 7.26 0.61 -2.26
H 7.05 -1.15 -2.49
```

***

No. 4
C22H28N2O6S | ωB97M-V with the def2-TZVPD basis set

Output
Net charge   0
HOMO   -8.507 eV
SMILES   CCOc1ccc(C(=O)Nc2ccc(S(=O)(=O)NC[C@H]3CCCO3)cc2)cc1OCC

Geometry as XYZ:
```
59
C22H28N2O6S ωB97M-V with the def2-TZVPD basis set
C 0.81 3.40 2.70
C 1.23 3.77 1.28
O 0.99 2.73 0.35
C 1.83 1.67 0.29
C 3.01 1.51 1.01
C 3.77 0.36 0.88
C 3.37 -0.64 0.02
C 4.14 -1.91 -0.08
O 5.35 -1.97 -0.16
N 3.38 -3.06 -0.12
C 2.01 -3.16 0.14
C 1.20 -3.94 -0.68
C -0.17 -3.96 -0.48
C -0.72 -3.22 0.55
S -2.50 -3.13 0.74
O -3.09 -4.19 -0.03
O -2.80 -3.00 2.13
N -2.92 -1.71 0.01
C -2.55 -0.47 0.63
C -3.46 0.67 0.16
C -3.15 2.00 0.87
C -2.41 2.80 -0.20
C -3.06 2.27 -1.46
O -3.26 0.89 -1.23
C 0.08 -2.51 1.42
C 1.45 -2.48 1.22
C 2.22 -0.47 -0.76
C 1.44 0.66 -0.62
O 0.27 0.88 -1.26
C -0.22 -0.06 -2.20
C 0.46 0.07 -3.57
H 0.97 4.24 3.37
H -0.25 3.13 2.71
H 1.38 2.55 3.06
H 2.28 4.09 1.26
H 0.61 4.60 0.92
H 3.34 2.28 1.70
H 4.67 0.24 1.46
H 3.87 -3.89 -0.41
H 1.64 -4.51 -1.49
H -0.83 -4.53 -1.12
H -2.89 -1.71 -1.00
H -1.50 -0.19 0.42
H -2.68 -0.62 1.71
H -4.50 0.36 0.32
H -4.07 2.50 1.16
H -2.55 1.84 1.77
H -1.35 2.56 -0.20
H -2.53 3.88 -0.08
H -4.03 2.76 -1.64
H -2.45 2.38 -2.36
H -0.37 -2.00 2.25
H 2.09 -1.93 1.89
H 1.96 -1.23 -1.47
H -1.28 0.17 -2.29
H -0.11 -1.08 -1.81
H 1.53 -0.12 -3.50
H 0.02 -0.63 -4.26
H 0.33 1.08 -3.95
```

***

No. 5
C22H28N2S3V | ωB97M-V with the def2-TZVPD basis set

Output
Net charge   +2
HOMO (spin up / spin down)   -14.099 / -14.776 eV
Spin multiplicity   4

Geometry as XYZ:
```
56
C22H28N2S3V ωB97M-V with the def2-TZVPD basis set
V 0.50 0.55 -0.06
C 2.91 2.91 -0.38
C 3.75 1.64 -0.44
S 2.78 0.14 -0.83
C 3.36 -1.02 0.45
C 3.04 -0.60 1.89
S 1.28 -0.17 2.12
C 1.39 1.39 3.04
C 2.06 2.53 2.28
S 1.39 2.77 0.60
H 2.57 3.21 -1.37
H 3.49 3.74 0.02
H 4.26 1.47 0.50
H 4.52 1.74 -1.21
H 4.43 -1.15 0.32
H 2.89 -1.97 0.20
H 3.64 0.25 2.20
H 3.26 -1.43 2.56
H 1.90 1.20 3.98
H 0.36 1.64 3.29
H 3.14 2.37 2.19
H 1.92 3.46 2.83
C -2.48 -1.06 -2.98
C -2.13 0.31 -2.47
C -0.80 0.77 -2.51
C -0.47 2.04 -2.07
C -1.46 2.91 -1.58
C -2.77 2.47 -1.54
C -3.09 1.18 -1.98
H -2.10 -1.84 -2.32
H -2.04 -1.23 -3.97
H -3.56 -1.19 -3.06
H -0.05 0.16 -3.00
H 0.53 2.42 -2.26
H -1.20 3.91 -1.28
H -3.55 3.14 -1.20
H -4.13 0.87 -1.97
N -1.47 0.64 0.85
C -1.89 -0.73 1.12
C -2.87 -1.06 1.99
C -3.26 -2.42 2.15
C -2.67 -3.39 1.41
C -1.63 -3.07 0.49
C -1.00 -4.02 -0.32
C -0.01 -3.63 -1.18
C 0.39 -2.29 -1.18
N -0.16 -1.35 -0.42
C -1.22 -1.73 0.38
H -1.69 1.24 1.65
H -2.06 1.01 0.09
H -3.39 -0.29 2.55
H -4.04 -2.66 2.85
H -2.98 -4.42 1.50
H -1.31 -5.06 -0.27
H 0.49 -4.34 -1.83
H 1.20 -1.97 -1.83
```

***

No. 6
C22H28N2SiW | ωB97M-V with the def2-TZVPD basis set

Output
Net charge   +2
HOMO (spin up / spin down)   -14.659 / -14.520 eV
Spin multiplicity   3

Geometry as XYZ:
```
54
C22H28N2SiW ωB97M-V with the def2-TZVPD basis set
W -0.04 0.50 1.03
N -1.27 -1.30 1.34
C -2.40 -1.13 2.31
C -3.43 -0.15 1.78
C -2.92 1.27 1.55
N -1.98 1.32 0.37
H -1.65 -1.59 0.43
H -0.68 -2.08 1.63
H -1.99 -0.77 3.25
H -2.87 -2.10 2.50
H -4.26 -0.10 2.49
H -3.87 -0.53 0.85
H -2.38 1.63 2.43
H -3.75 1.95 1.38
H -1.87 2.29 0.07
H -2.42 0.85 -0.43
C 1.05 1.21 2.73
C 1.84 -0.01 2.45
C 2.97 0.04 1.62
C 3.68 -1.10 1.32
C 3.25 -2.33 1.80
C 2.10 -2.42 2.59
C 1.41 -1.27 2.91
H 1.61 2.14 2.67
H 0.44 1.17 3.63
H 3.32 1.01 1.27
H 4.58 -1.04 0.71
H 3.81 -3.23 1.57
H 1.79 -3.38 2.98
H 0.58 -1.31 3.61
C 1.85 4.07 -2.04
C 2.08 3.11 -3.02
C 1.86 1.76 -2.77
C 1.41 1.34 -1.51
C 1.18 2.33 -0.56
C 1.39 3.69 -0.78
Si 1.05 -0.44 -1.03
C -0.31 -1.18 -2.04
C -0.28 -2.53 -2.38
C -1.27 -3.09 -3.17
C -2.32 -2.30 -3.63
C -2.38 -0.95 -3.30
C -1.38 -0.39 -2.52
H 2.02 5.11 -2.24
H 2.44 3.43 -4.00
H 2.05 1.03 -3.55
H 0.85 2.11 0.48
H 1.22 4.43 -0.01
H 2.22 -1.33 -1.02
H 0.54 -3.16 -2.04
H -1.22 -4.14 -3.45
H -3.09 -2.74 -4.25
H -3.18 -0.34 -3.68
H -1.39 0.68 -2.34
```

***

No. 7
C22H28NO3 | ωB97M-V with the def2-TZVPD basis set

Output
Net charge   +1
HOMO   -10.343 eV

Geometry as XYZ:
```
54
C22H28NO3 ωB97M-V with the def2-TZVPD basis set
C -5.43 3.85 -1.44
O -5.39 2.41 -1.43
C -4.19 1.79 -1.27
C -4.22 0.37 -1.20
C -3.05 -0.32 -1.01
C -1.78 0.34 -0.90
C -0.55 -0.36 -0.74
C 0.68 0.22 -1.04
C 1.94 -0.36 -0.91
C 3.16 0.36 -1.11
C 4.40 -0.33 -1.19
C 5.59 0.34 -1.35
C 5.60 1.76 -1.41
O 6.82 2.35 -1.47
C 6.89 3.79 -1.43
C 4.38 2.47 -1.39
C 3.19 1.78 -1.24
C -1.80 1.76 -1.00
C -2.96 2.48 -1.19
H -6.50 4.08 -1.49
H -4.99 4.28 -0.52
H -4.91 4.26 -2.32
H -5.18 -0.12 -1.31
H -3.08 -1.42 -0.97
H -0.56 -1.42 -0.51
H 0.67 1.23 -1.47
H 2.01 -1.42 -0.67
H 4.40 -1.42 -1.13
H 6.55 -0.18 -1.42
H 7.97 3.99 -1.45
H 6.41 4.24 -2.31
H 6.44 4.20 -0.52
H 4.38 3.57 -1.47
H 2.26 2.35 -1.20
H -0.86 2.31 -0.90
H -2.93 3.57 -1.28
O 0.24 -3.50 0.32
C 0.08 -3.99 1.64
C -0.69 -2.96 2.45
C -1.41 -3.57 3.67
C -2.78 -2.89 3.73
C -2.97 -2.22 2.34
N -1.70 -2.25 1.72
H 0.70 -4.19 -0.20
H -0.46 -4.94 1.62
H 1.07 -4.12 2.10
H 0.04 -2.21 2.80
H -1.54 -4.65 3.52
H -0.82 -3.43 4.58
H -3.58 -3.61 3.93
H -2.80 -2.14 4.53
H -3.73 -2.78 1.76
H -3.35 -1.19 2.46
H -1.65 -2.17 0.72
```

***

No. 8
C22H29ClN4O2 | ωB97M-V with the def2-TZVPD basis set

Output
Net charge   0
HOMO   -8.886 eV
SMILES   CCn1nc(C)c(CNC(=O)[C@H]2CCC(=O)N(CCc3ccc(Cl)cc3)C2)c1C

Geometry as XYZ:
```
58
C22H29ClN4O2 ωB97M-V with the def2-TZVPD basis set
C 2.93 1.00 4.22
C 1.71 0.49 3.47
N 1.57 1.10 2.18
N 0.66 2.07 2.01
C 0.77 2.48 0.76
C -0.11 3.54 0.20
C 1.78 1.75 0.10
C 2.17 1.84 -1.34
N 1.22 1.10 -2.17
C 1.35 -0.22 -2.39
O 2.37 -0.84 -2.14
C 0.09 -0.87 -2.97
C 0.39 -2.28 -3.51
C -0.40 -3.37 -2.77
C -0.25 -3.19 -1.28
O 0.10 -4.07 -0.52
N -0.55 -1.94 -0.86
C -0.29 -1.55 0.50
C -1.56 -1.57 1.37
C -2.58 -0.58 0.89
C -3.66 -0.99 0.12
C -4.57 -0.08 -0.38
C -4.40 1.27 -0.09
Cl -5.53 2.42 -0.71
C -3.34 1.70 0.69
C -2.43 0.77 1.17
C -0.95 -0.96 -1.84
C 2.27 0.87 1.05
C 3.33 -0.16 0.92
H 3.84 0.76 3.68
H 2.98 0.55 5.21
H 2.87 2.08 4.33
H 0.80 0.73 4.02
H 1.76 -0.60 3.35
H -0.62 4.05 1.02
H 0.48 4.27 -0.36
H -0.86 3.12 -0.46
H 3.15 1.39 -1.50
H 2.18 2.88 -1.68
H 0.32 1.54 -2.32
H -0.30 -0.23 -3.76
H 1.46 -2.47 -3.36
H 0.19 -2.34 -4.58
H -0.03 -4.35 -3.05
H -1.46 -3.31 -3.04
H 0.15 -0.55 0.51
H 0.43 -2.27 0.90
H -1.98 -2.58 1.35
H -1.27 -1.34 2.40
H -3.79 -2.04 -0.10
H -5.40 -0.40 -0.98
H -3.22 2.75 0.91
H -1.60 1.12 1.77
H -1.93 -1.23 -2.26
H -1.07 0.00 -1.34
H 3.18 -0.97 1.63
H 3.32 -0.57 -0.09
H 4.32 0.27 1.10
```

***

> What is the formula in the seventh record?

C22H28NO3